[1]
{"formula": "C26H32BrN2O2", "method": "ωB97M-V/def2-TZVPD", "smiles": "CC(C)[C@H]1CC[C@H](C)C[C@@H]1OC(=O)Cn1c(-c2ccc(Br)cc2)[n+](C)c2ccccc21", "charge": 1, "lumo_energy_ev": -3.33, "homo_energy_ev": -12.15, "orbital_gap_ev": 8.819, "elements": ["C", "C", "C", "C", "C", "C", "C", "C", "C", "C", "O", "C", "O", "C", "N", "C", "C", "C", "C", "C", "Br", "C", "C", "N", "C", "C", "C", "C", "C", "C", "C", "H", "H", "H", "H", "H", "H", "H", "H", "H", "H", "H", "H", "H", "H", "H", "H", "H", "H", "H", "H", "H", "H", "H", "H", "H", "H", "H", "H", "H", "H", "H", "H"], "coordinates": [[0.223, -3.688, 2.137], [0.792, -2.948, 0.928], [1.917, -3.769, 0.297], [-0.267, -2.571, -0.130], [-1.118, -3.754, -0.600], [-2.072, -3.337, -1.715], [-3.013, -2.229, -1.242], [-3.962, -1.795, -2.355], [-2.183, -1.043, -0.749], [-1.224, -1.475, 0.355], [-0.465, -0.302, 0.750], [-0.480, 0.061, 2.017], [-1.069, -0.461, 2.916], [0.402, 1.315, 2.217], [0.293, 2.220, 1.108], [1.215, 2.500, 0.174], [2.538, 1.890, 0.099], [3.689, 2.681, 0.062], [4.935, 2.090, 0.004], [5.040, 0.704, -0.030], [6.752, -0.107, -0.114], [3.902, -0.093, -0.005], [2.657, 0.498, 0.063], [0.735, 3.418, -0.677], [1.393, 3.955, -1.839], [-0.551, 3.739, -0.294], [-1.488, 4.616, -0.826], [-2.709, 4.685, -0.185], [-2.995, 3.912, 0.944], [-2.069, 3.040, 1.482], [-0.838, 2.967, 0.844], [-0.176, -4.656, 1.849], [-0.560, -3.113, 2.625], [1.014, -3.855, 2.864], [1.237, -2.013, 1.295], [2.727, -3.902, 1.010], [2.313, -3.278, -0.590], [1.562, -4.755, 0.011], [0.269, -2.169, -1.000], [-0.467, -4.550, -0.959], [-1.700, -4.140, 0.238], [-2.657, -4.200, -2.033], [-1.502, -2.985, -2.578], [-3.606, -2.608, -0.403], [-4.562, -2.638, -2.688], [-4.633, -1.014, -2.007], [-3.404, -1.416, -3.208], [-2.838, -0.254, -0.370], [-1.603, -0.630, -1.579], [-1.784, -1.819, 1.229], [0.078, 1.811, 3.137], [1.441, 0.994, 2.334], [3.612, 3.756, 0.112], [5.825, 2.698, -0.013], [3.993, -1.167, -0.037], [1.768, -0.114, 0.054], [1.690, 4.991, -1.664], [2.275, 3.363, -2.073], [0.707, 3.929, -2.686], [-1.275, 5.217, -1.694], [-3.465, 5.354, -0.564], [-3.965, 4.000, 1.406], [-2.295, 2.442, 2.349]], "mulliken_charge": [-1.8585, 1.1530, -1.8565, 0.7412, -0.9408, -1.0366, 0.6983, -1.7650, -1.4121, -0.8150, 0.1021, 0.9128, -0.5931, -1.3688, 0.3709, 0.4030, -0.8113, -0.0966, -0.6742, -0.2464, -0.1390, -0.6641, 0.0147, 0.2267, -1.1163, 0.3697, -0.7724, -0.5944, -0.8812, -0.5859, 0.7737, 0.3933, 0.3699, 0.4740, -0.0605, 0.4587, 0.3765, 0.4050, 0.4369, 0.3256, 0.4170, 0.4522, 0.3146, 0.3128, 0.4360, 0.4239, 0.3620, 0.4778, 0.2570, 0.4546, 0.4091, 0.5024, 0.5445, 0.4597, 0.5679, 0.8673, 0.3548, 0.4551, 0.4121, 0.4532, 0.4248, 0.4404, 0.4833]}

---

[2]
{"formula": "C30H43CrF5N4OSeSi3", "method": "ωB97M-V/def2-TZVPD", "charge": 0, "spin_multiplicity": 5, "lumo_energy_ev": [-0.23, -0.44], "homo_energy_ev": [-6.03, -8.29], "orbital_gap_ev": [5.798, 7.844], "elements": ["Cr", "C", "O", "Si", "C", "C", "C", "Si", "C", "C", "C", "Si", "C", "C", "C", "H", "H", "H", "H", "H", "H", "H", "H", "H", "H", "H", "H", "H", "H", "H", "H", "H", "H", "H", "H", "H", "H", "H", "H", "H", "H", "H", "C", "N", "C", "C", "C", "C", "C", "C", "C", "C", "H", "H", "H", "H", "H", "H", "H", "H", "H", "H", "H", "H", "H", "F", "C", "C", "C", "F", "C", "F", "C", "F", "C", "F", "Se", "N", "C", "C", "C", "C", "N", "C", "N", "H", "H", "H"], "coordinates": [[-0.038, -0.020, 0.287], [-0.084, -0.579, 3.712], [0.465, -0.346, 2.418], [2.100, 0.102, 2.228], [3.173, -0.936, 3.361], [2.163, 1.845, 2.923], [2.173, -0.139, 0.411], [3.187, 1.256, -0.339], [2.419, 2.964, -0.045], [3.571, 1.071, -2.174], [4.905, 1.369, 0.448], [2.832, -1.830, -0.076], [2.847, -2.192, -1.933], [1.831, -3.219, 0.717], [4.631, -2.145, 0.415], [0.604, -1.206, 4.284], [-1.038, -1.083, 3.601], [-0.245, 0.363, 4.235], [2.921, -0.750, 4.407], [4.214, -0.635, 3.228], [3.112, -2.006, 3.175], [2.023, 1.782, 4.005], [1.358, 2.461, 2.519], [3.102, 2.364, 2.746], [1.390, 2.926, 0.305], [2.428, 3.547, -0.966], [2.991, 3.517, 0.702], [2.721, 0.792, -2.788], [4.348, 0.322, -2.329], [3.954, 2.024, -2.546], [4.880, 1.489, 1.531], [5.425, 2.240, 0.040], [5.512, 0.494, 0.230], [2.210, -1.541, -2.523], [2.522, -3.221, -2.102], [3.860, -2.098, -2.326], [0.854, -3.324, 0.246], [1.674, -3.089, 1.788], [2.368, -4.159, 0.572], [5.319, -1.551, -0.186], [4.849, -3.195, 0.201], [4.857, -1.968, 1.463], [-4.812, 1.000, -2.530], [-4.486, 0.184, -1.335], [-4.735, 0.951, -0.085], [-3.070, -0.338, -1.418], [-2.798, -1.364, -0.353], [-3.720, -2.406, -0.237], [-3.544, -3.421, 0.685], [-2.407, -3.403, 1.478], [-1.476, -2.388, 1.335], [-1.633, -1.335, 0.429], [-5.835, 1.358, -2.452], [-4.685, 0.394, -3.423], [-4.124, 1.843, -2.552], [-5.097, -0.635, -1.320], [-4.182, 1.884, -0.157], [-4.386, 0.365, 0.764], [-5.801, 1.154, -0.008], [-2.425, 0.529, -1.334], [-2.975, -0.754, -2.424], [-4.582, -2.464, -0.901], [-4.267, -4.221, 0.765], [-2.237, -4.193, 2.199], [-0.586, -2.425, 1.950], [0.501, 2.016, -2.406], [0.136, 0.761, -2.774], [-0.048, -0.227, -1.820], [-0.304, -1.473, -2.387], [-0.360, -2.584, -1.619], [-0.451, -1.711, -3.745], [-0.699, -2.947, -4.205], [-0.312, -0.664, -4.640], [-0.446, -0.866, -5.959], [-0.001, 0.589, -4.144], [0.177, 1.616, -4.990], [-3.756, 1.170, 3.634], [-3.876, 2.830, 2.944], [-3.018, 2.887, 1.937], [-2.861, 3.989, 1.081], [-1.992, 3.851, 0.002], [-1.280, 2.684, -0.179], [-1.354, 1.594, 0.633], [-2.238, 1.666, 1.677], [-2.496, 0.645, 2.451], [-3.426, 4.892, 1.260], [-1.833, 4.661, -0.696], [-0.585, 2.611, -1.000]], "mulliken_charge": [-3.5568, -1.4630, 0.4512, 0.4398, -1.4615, -1.2440, 1.9229, 0.7015, -1.0409, -1.3029, -1.1706, 0.7625, -1.2504, -1.0121, -1.3362, 0.4294, 0.3581, 0.2433, 0.4397, 0.3490, 0.3934, 0.4378, 0.2623, 0.3574, -0.0475, 0.3946, 0.5063, 0.2000, 0.2969, 0.4594, 0.2572, 0.3842, 0.2847, 0.1104, 0.4568, 0.5251, 0.1176, 0.1436, 0.6109, 0.3498, 0.3903, 0.3167, -0.8408, 0.2504, -0.6705, -0.8089, 1.8605, -0.6483, -1.1796, -1.2350, -0.8570, 1.0896, 0.3864, 0.3564, 0.3114, 0.4430, 0.3575, 0.1524, 0.5298, -0.0867, 0.3819, 0.2782, 0.4014, 0.4724, 0.5491, -0.5765, -0.5677, 1.3106, 0.0528, -0.4928, 0.7034, -0.3768, 0.5410, -0.3614, 0.6850, -0.3644, 0.0465, -0.9552, 0.9096, -1.0622, -1.2361, -0.4350, 1.7730, -0.8677, -0.1290, 0.4361, 0.5164, 0.4898]}

---

[3]
{"formula": "C4H9NO2", "method": "ωB97M-V/def2-TZVPD", "charge": 0, "lumo_energy_ev": 0.80, "homo_energy_ev": -8.30, "orbital_gap_ev": 9.102, "elements": ["C", "C", "O", "C", "C", "O", "N", "H", "H", "H", "H", "H", "H", "H", "H", "H"], "coordinates": [[1.072, -0.277, -1.968], [0.320, -0.565, -0.678], [1.313, -0.815, 0.370], [-0.423, 0.643, -0.110], [-1.390, -0.162, 0.716], [-2.176, -0.949, 0.147], [-1.272, -0.188, 2.038], [1.823, 0.526, -1.864], [0.357, 0.014, -2.742], [1.605, -1.167, -2.323], [-1.089, -1.220, -0.765], [1.513, -1.753, 0.437], [0.175, 1.375, 0.457], [-0.962, 1.140, -0.919], [-1.703, -0.966, 2.514], [-0.567, 0.361, 2.497]], "mulliken_charge": [-1.2385, 0.0712, -0.5299, -0.6860, 0.5365, -0.5906, -0.3635, 0.3288, 0.3286, 0.2992, 0.4172, 0.2993, 0.3577, 0.3057, 0.2439, 0.2204]}

---

[4]
{"formula": "C4H8N", "method": "ωB97M-V/def2-TZVPD", "charge": 1, "spin_multiplicity": 3, "lumo_energy_ev": [-3.38, -10.14], "homo_energy_ev": [-12.00, -15.19], "orbital_gap_ev": [8.619, 5.049], "elements": ["C", "C", "C", "C", "N", "H", "H", "H", "H", "H", "H", "H", "H"], "coordinates": [[-1.186, -1.210, -1.968], [-1.900, -0.257, -1.778], [0.076, -0.558, 1.403], [1.482, 0.970, 0.377], [0.194, 0.435, 0.682], [-0.466, -2.005, -1.887], [-2.853, 0.212, -1.829], [0.979, -0.852, 1.889], [-0.951, -0.910, 1.714], [1.626, 0.977, -0.690], [1.462, 1.956, 0.992], [2.184, 0.341, 0.866], [-0.647, 0.901, 0.230]], "mulliken_charge": [-0.0688, -0.5059, -0.4630, -0.6663, 0.0471, 0.4049, 0.3841, 0.2542, 0.3132, 0.3408, 0.3533, 0.2527, 0.3537]}

---

[5]
{"formula": "C5H10OS", "method": "ωB97M-V/def2-TZVPD", "smiles": "C=CO[C@H](C)SC", "charge": 0, "lumo_energy_ev": 0.82, "homo_energy_ev": -8.80, "orbital_gap_ev": 9.618, "elements": ["C", "C", "O", "C", "C", "S", "C", "H", "H", "H", "H", "H", "H", "H", "H", "H", "H"], "coordinates": [[1.421, 1.193, -0.569], [0.262, 1.592, -1.184], [-0.912, 0.933, -1.208], [-1.199, -0.270, -0.442], [-1.399, 0.249, 1.067], [-0.323, -1.779, -0.718], [0.985, -1.799, 0.443], [1.596, 0.247, 0.033], [2.368, 1.871, -0.923], [0.200, 2.310, -2.039], [-2.226, -0.536, -0.856], [-2.070, 1.164, 1.015], [-0.511, 0.673, 1.488], [-1.649, -0.541, 1.796], [1.327, -2.801, 0.536], [1.658, -0.993, 0.189], [0.472, -1.513, 1.369]], "mulliken_charge": [-0.5619, 0.0684, -0.3664, 0.0418, -1.2311, -0.0339, -0.7556, 0.1800, 0.1619, 0.3421, 0.2291, 0.3137, 0.3952, 0.3812, 0.4020, 0.2088, 0.2248]}

---

[6]
{"formula": "C9H13ClN3", "method": "ωB97M-V/def2-TZVPD", "smiles": "C=C(C)C#[N+]/C(Cl)=C\\C(C)=N\\NC", "charge": 1, "lumo_energy_ev": [-4.73, -4.73], "homo_energy_ev": [-11.33, -11.33], "orbital_gap_ev": [6.599, 6.598], "elements": ["C", "C", "C", "C", "N", "C", "Cl", "C", "C", "C", "N", "N", "C", "H", "H", "H", "H", "H", "H", "H", "H", "H", "H", "H", "H", "H"], "coordinates": [[-3.324, 2.147, 1.245], [-3.396, 1.434, 0.108], [-4.051, 1.936, -1.146], [-2.795, 0.181, 0.065], [-2.058, -0.722, -0.086], [-1.606, -1.971, -0.083], [-2.918, -3.140, -0.188], [-0.322, -2.417, 0.058], [0.957, -1.780, 0.047], [2.054, -2.521, 0.780], [1.083, -0.694, -0.653], [2.107, 0.055, -0.880], [3.448, 0.036, -0.338], [-2.860, 1.760, 2.138], [-3.725, 3.146, 1.285], [-3.932, 3.016, -1.201], [-5.115, 1.709, -1.130], [-3.615, 1.478, -2.030], [-0.269, -3.487, 0.225], [2.836, -2.855, 0.104], [1.644, -3.391, 1.280], [2.501, -1.887, 1.541], [1.898, 0.796, -1.537], [3.987, 0.880, -0.758], [3.431, 0.144, 0.748], [3.980, -0.876, -0.607]], "mulliken_charge": [-0.8794, 0.4302, -1.2386, 0.6314, 0.0150, 0.0458, -0.1621, -0.4213, 1.0005, -1.4054, -0.3444, -0.2338, -0.7634, 0.3221, 0.3016, 0.3901, 0.3162, 0.3795, 0.3626, 0.3400, 0.3592, 0.3714, 0.2907, 0.3182, 0.2944, 0.2793]}

---

How do the records compare in energy? In the order shown, they have -104595.534; -170804.391; -9876.904; -5752.000; -18227.110; -26526.358 eV.
How do the records compare in energy relative to the best compared isomer or geometry (same formula, charge and spin)? In the order shown, they have 0.00; 0.00; 304.53; 357.81; 269.09; 302.62 kJ/mol.